Record 1
DFT (wB97M-V/def2-TZVPD) results for C42H25N11O4SSr as an isolated structure.

* total charge: -2
* HOMO-LUMO gap (spin up / spin down): 4.990 / 4.920 eV
* calculated total energy: -2948.1246 a.u.
* energy above the lowest of the compared OMol25 structures with the same formula, charge and spin: 0.00 kcal per mole
* HOMO level (spin up / spin down): -1.29 / -1.25 eV

Geometry as XYZ:
```
84
Properties=species:S:1:pos:R:3:forces:R:3
C 0.847042 -1.760033 3.747731 0.0003 0.0022 0.0005
C -3.989318 -3.968806 -1.159857 0.0245 0.0234 -0.0165
C -2.422443 -4.997236 0.960897 0.0063 0.0262 0.0066
H -3.528164 -6.804203 0.655382 -0.0016 -0.0006 -0.0024
C -3.376334 -5.780205 0.333339 -0.0075 -0.0096 -0.0019
C -3.788399 3.602744 -2.903685 -0.0270 -0.0001 -0.0230
H -5.085228 4.205976 -4.500475 -0.0004 0.0006 0.0006
C 0.902641 -2.052796 -2.878605 0.1792 0.1417 -0.1040
H 3.303333 1.652541 -1.065504 -0.0252 -0.1196 -0.0713
C -4.678623 3.370150 -3.942633 0.0147 0.0231 0.0117
H -0.693678 7.740415 2.259322 -0.0041 -0.0006 -0.0005
N 2.344968 1.159810 -4.014152 -0.0200 -0.0354 0.0623
N -0.431636 2.222998 1.057554 -0.1349 0.0618 0.2300
H -5.748609 1.919312 -5.110570 -0.0005 -0.0011 0.0005
C 1.957282 -2.574817 5.683245 -0.0037 0.0004 0.0009
H 1.454471 0.867262 -4.390203 -0.0295 -0.0331 -0.0260
C -2.940354 0.315150 -1.648119 -0.0642 0.0825 -0.0326
C 3.426759 0.174674 -3.964927 -0.0451 0.0409 0.0044
H -1.602599 6.208745 0.509056 -0.0026 -0.0002 0.0008
C -2.247338 -3.694643 0.508065 -0.0344 -0.0167 0.0113
C -3.022729 -3.185739 -0.539963 0.0381 -0.0521 0.0033
H 4.671551 -2.835298 0.853873 0.0060 -0.0021 -0.0039
N -1.583705 -1.525563 0.132452 -0.1875 -0.1679 0.0921
C -5.055981 2.068188 -4.289995 -0.0057 -0.0296 0.0037
C -3.282973 2.503385 -2.228307 0.0383 0.0195 0.0300
C 0.210845 2.540094 2.207490 -0.0396 -0.0022 -0.0790
H 0.889666 -3.838953 4.291771 -0.0011 0.0010 -0.0004
H 4.545963 -0.164379 -2.100828 -0.0214 -0.0315 0.0380
H 2.380294 -4.353457 -2.496536 0.0006 -0.0087 0.0170
C -0.988411 5.836494 1.319158 0.0088 0.0073 -0.0059
C 1.197670 -2.834370 4.553260 -0.0003 0.0021 -0.0017
H -1.821743 -5.377052 1.777881 0.0021 -0.0017 -0.0029
N 0.778586 1.727883 3.079069 0.0029 -0.0491 0.0511
C -2.582148 -1.806076 -0.729804 -0.0073 0.0908 -0.0816
C 1.971402 -2.381822 -1.810268 0.0440 -0.0051 0.0476
C 1.236064 -0.459228 4.070822 0.0063 -0.0233 -0.0196
C 2.642475 -3.597262 -1.769543 -0.0676 -0.0363 -0.0289
N -3.160324 -0.985097 -1.609494 0.0021 0.0067 0.0310
C -1.022954 3.326467 0.566474 -0.0504 0.0194 -0.0986
H 0.693158 6.862339 4.087959 -0.0006 -0.0020 0.0031
C 3.610878 -3.789231 -0.792969 -0.0112 0.0436 0.0095
O 0.339887 -0.930329 -2.741961 -0.0336 -0.1715 0.1502
C 3.917253 -2.757478 0.083917 -0.0040 -0.0509 -0.1134
C -1.371905 -2.601406 0.924462 0.1028 0.0724 -0.0136
N -1.844762 3.426639 -0.473403 0.0081 -0.0329 0.0424
C -0.674042 4.489099 1.398377 0.0255 -0.0252 -0.0179
C -3.657888 1.206003 -2.574548 -0.0308 -0.0775 0.0479
H -4.886073 -5.912474 -1.192787 -0.0041 0.0051 0.0006
C 0.113220 3.990213 2.436690 -0.0051 -0.0085 -0.0078
H -4.580533 -3.564425 -1.971666 -0.0044 0.0010 0.0035
H 4.012921 0.189356 -4.884352 -0.0108 -0.0032 0.0012
H 5.150982 1.185846 -3.074645 0.0081 -0.0084 0.0048
H 2.954604 -1.101673 6.889261 -0.0014 -0.0004 0.0007
C 2.227712 1.777255 -2.800713 0.1334 0.1515 0.0094
O 4.494510 -0.449624 1.607359 0.0128 0.0181 0.0033
C 1.990495 -0.196819 5.204735 0.0031 0.0083 0.0041
H 4.131202 -4.738064 -0.719844 -0.0027 -0.0057 -0.0120
H 3.027239 -0.828486 -3.819015 -0.0197 -0.0449 0.0288
H 1.216015 4.424587 4.226700 -0.0009 0.0009 0.0013
N -0.555381 -2.690423 1.973641 -0.0329 -0.0075 0.0262
C 0.068847 -1.651442 2.508193 0.0261 0.0330 -0.0181
C -4.152188 -5.270784 -0.718681 0.0003 -0.0162 0.0118
C 3.546629 -0.327074 0.824575 0.0139 -0.0398 -0.0690
C -2.337143 2.365773 -1.108958 -0.0321 0.0388 -0.0346
O 2.824453 0.686351 0.599013 -0.1419 -0.0399 -0.0101
O 0.773524 -2.883426 -3.785931 -0.0276 -0.0479 -0.0082
C 2.350363 -1.269357 6.005127 0.0007 -0.0032 -0.0013
C 0.687503 0.400872 3.016175 0.0048 -0.0297 -0.0239
N 2.266577 -1.406249 -0.953866 -0.2026 -0.0025 -0.0830
H 2.261041 -3.392821 6.326642 -0.0015 0.0006 0.0015
H -3.482693 4.603660 -2.626883 -0.0003 0.0002 0.0025
Sr 0.201730 0.198163 -0.369091 0.7562 0.3085 -0.4762
C 4.250107 0.652900 -2.756297 0.0097 0.0190 0.0519
C 0.608734 4.825897 3.425364 0.0021 -0.0030 -0.0060
C -4.552387 0.970157 -3.606935 -0.0136 0.0271 -0.0207
C 0.309292 6.178104 3.339882 0.0044 0.0034 0.0139
C 3.222396 -1.563566 -0.046445 0.0403 0.1312 0.2348
N 3.338792 1.566319 -2.083476 -0.0557 -0.0403 -0.0035
S 0.916374 2.700977 -2.319438 -0.0718 -0.0441 0.0277
N 0.044849 -0.354989 2.101770 0.0415 -0.0822 0.2384
H -4.832401 -0.042332 -3.868364 0.0005 -0.0003 0.0010
H 2.296259 0.815510 5.435029 -0.0008 0.0007 0.0006
N -2.146867 1.062891 -0.836632 -0.0711 -0.0025 -0.0404
C -0.480595 6.678269 2.298651 -0.0054 0.0037 -0.0040
```
Forces are in eV/Å.

=====

Record 2
DFT (wB97M-V/def2-TZVPD) results for C42H26IN6O6Pb as an isolated structure.

* total charge: -1
* HOMO-LUMO gap: 6.478 eV
* calculated total energy: -2886.6840 a.u.
* energy above the lowest of the compared OMol25 structures with the same formula, charge and spin: 1.80 kcal per mole
* HOMO level: -4.89 eV

Geometry as XYZ:
```
82
Properties=species:S:1:pos:R:3:forces:R:3
N -5.615927 3.549116 -0.905327 -0.2047 -0.3575 -0.2990
C 1.071171 1.419267 1.689441 0.0052 0.0210 0.0148
C -0.711788 2.691470 -1.253614 0.0046 -0.0373 -0.1188
C -4.257906 4.828933 -2.503306 0.0499 -0.0424 0.0514
C 3.311887 0.396605 -0.754002 0.0819 -0.0232 0.1011
H -2.754886 -5.991961 0.435039 0.0071 -0.0063 0.0056
C -3.553607 -2.933806 1.637457 -0.0101 0.0947 0.0057
O -6.593218 4.154173 -1.313324 0.1024 0.0711 0.1482
N 0.589845 -2.022282 2.698004 0.0054 0.0536 0.0276
H -2.468572 -0.638658 -1.908608 -0.0065 -0.0070 -0.0127
O 3.859791 -2.853432 1.833675 -0.0730 0.0958 -0.0081
H 4.007716 1.939029 -2.057267 -0.0247 0.0383 -0.0750
C 1.822501 0.469893 -2.639404 0.0272 -0.1192 -0.0176
H 6.181191 2.194131 -0.919007 -0.0090 -0.0004 0.0001
H -5.158810 5.340907 -2.803783 -0.0140 0.0096 0.0023
C 1.525358 -4.213423 2.549336 -0.0219 0.0606 -0.0262
H 5.060861 -0.847170 1.876638 0.0009 -0.0414 0.0433
H 0.746769 0.264674 3.468234 0.0011 0.0012 -0.0058
C -0.661645 -4.879092 -0.693118 0.0298 0.0015 -0.0126
C 1.541333 2.610042 1.151610 -0.0416 -0.0199 -0.0741
C 0.438317 -4.742646 3.218218 0.0002 0.0116 -0.0095
C 5.761699 0.680625 0.545276 0.0389 0.0081 0.0324
H -1.417631 -4.247064 4.211914 -0.0017 -0.0064 -0.0078
H 0.372467 -5.807489 3.405369 -0.0057 -0.0049 -0.0031
C -2.176684 0.004928 -3.946641 -0.0197 -0.0113 0.0310
C -1.225668 0.461929 -4.851974 0.0247 0.0174 -0.0187
C -1.766824 -0.286279 -2.659122 -0.0877 -0.0008 -0.0098
C 1.998234 3.406563 3.371752 -0.0541 -0.0723 -0.0476
H 2.357929 -4.816125 2.216612 0.0019 -0.0101 0.0020
C -3.026083 5.108668 -3.072376 -0.0285 0.0139 -0.0083
H -1.510382 0.703737 -5.868661 0.0032 -0.0001 0.0020
H -0.918055 4.628898 -3.080988 -0.0029 -0.0085 -0.0075
C -2.695686 -4.930913 0.646759 -0.0365 -0.0030 0.0254
Pb 0.520690 -0.158474 0.266502 0.2780 0.1442 -0.0453
C 0.082876 0.610274 -4.437207 -0.0052 0.0094 0.0275
C 1.075267 1.211466 3.060866 -0.0089 -0.0856 -0.0154
O -0.908097 1.765380 -0.408157 -0.0533 0.0787 0.1379
C -1.969650 3.451576 -1.666158 0.0405 -0.0240 -0.0510
C -0.558000 -3.884433 3.664450 0.0275 -0.0121 0.0321
H -3.213165 -0.119384 -4.230110 0.0006 0.0002 0.0041
H -0.801659 -5.938965 -0.869722 -0.0042 -0.0042 -0.0027
C 0.402913 -4.214392 -1.218357 -0.0084 -0.0263 -0.0093
O 0.354096 3.013314 -1.785180 -0.0882 0.0139 0.0175
C 0.397177 0.302837 -3.116120 -0.0336 0.0576 -0.0566
C 1.528720 2.210445 3.908466 -0.0131 0.0044 -0.0349
C 2.011717 3.604823 1.992653 -0.0048 -0.0322 0.0188
I -2.572921 -0.147815 1.488388 -0.1372 -0.0292 0.0680
C 0.576839 -2.849769 -0.928180 -0.0128 0.0881 -0.0025
C -1.471513 -2.802685 0.357869 -0.0140 0.0086 0.0380
H 6.715066 0.786233 1.049482 -0.0032 -0.0061 -0.0044
C -1.612020 -4.200306 0.102704 -0.0149 -0.0380 -0.0025
C -3.640989 -4.319822 1.410560 0.0081 -0.0275 -0.0114
C 1.560828 -2.843311 2.300704 0.0521 -0.0896 0.1299
C -0.427916 -2.535722 3.387704 0.0018 -0.0178 0.0616
H 1.526833 2.772982 0.078978 0.0254 -0.0109 0.0164
H 0.871282 0.965759 -5.083453 -0.0002 -0.0011 -0.0080
H 2.387970 4.533275 1.584405 0.0039 0.0057 -0.0009
N 2.560975 -1.179921 0.888179 0.0288 0.0531 0.0233
C -1.891793 4.425924 -2.654318 0.0407 -0.0113 0.0458
H 1.529182 2.065317 4.980715 0.0006 -0.0003 0.0051
C -4.313009 3.855448 -1.517585 0.0237 0.1007 0.0371
O 2.667971 0.734628 -3.490039 0.0159 0.0204 0.1147
N -0.508784 -0.137467 -2.259612 0.0695 -0.0773 -0.0194
H -1.178883 -1.828266 3.724985 -0.0045 -0.0149 -0.0097
N 2.025272 0.241738 -1.326555 0.1049 0.0822 -0.0478
H 1.457246 -2.347632 -1.311282 0.0307 0.0081 -0.0028
H -2.952575 5.863711 -3.844389 -0.0026 -0.0038 0.0004
H -3.271503 2.396830 -0.331912 -0.0061 -0.0400 0.0181
C -2.516197 -2.203635 1.127715 -0.0436 -0.0442 -0.0202
N 2.840118 5.273061 4.949472 -0.0145 -0.0122 0.0030
C 2.466299 4.441630 4.247966 0.0800 0.1211 0.0821
H -4.466715 -4.879654 1.830126 -0.0053 0.0007 -0.0038
C 4.245649 1.331733 -1.201413 -0.0832 -0.1223 0.0741
C 5.463473 1.468295 -0.555863 0.0390 0.0366 -0.0411
C 2.794609 -2.258370 1.632713 -0.0565 -0.1530 -0.1089
C 3.602436 -0.386196 0.385637 0.0321 0.0882 -0.0892
C 4.838550 -0.236274 1.017252 -0.0636 0.0279 -0.0653
C -3.197906 3.157311 -1.092541 0.0228 0.0712 -0.0123
O -5.662834 2.667051 -0.069482 0.0420 0.1857 0.0572
C -0.312334 -2.155224 -0.150757 -0.0367 -0.0529 -0.0660
H -4.322007 -2.438643 2.215517 0.0002 0.0023 -0.0026
H 1.132719 -4.727932 -1.830429 0.0078 0.0009 -0.0094
```
Forces are in eV/Å.